[1]
DFT (wB97M-V/def2-TZVPD) results for C4H3NO2 in the gas phase at a distorted geometry.

Geometry as XYZ:
```
10
Properties=species:S:1:pos:R:3:forces:R:3:nbo_charge:R:1
C 2.270 0.281 1.392 1.5 -1.1 1.0 -0.16
C 1.322 0.201 0.651 -0.7 0.7 0.0 -0.07
C 0.045 0.179 -0.086 2.1 1.0 -0.4 0.00
C -0.737 -1.062 0.039 -2.1 -0.8 0.8 0.37
O -0.445 -2.073 0.662 0.0 1.7 -1.2 -0.47
N -0.275 1.237 -0.788 0.5 -1.4 1.3 -0.03
O -1.459 1.127 -1.476 -0.1 1.3 0.1 -0.53
H 3.173 0.088 2.069 -2.0 0.7 -1.5 0.26
H -1.776 -0.865 -0.359 0.7 -0.8 0.1 0.14
H -1.641 2.085 -1.661 0.1 -1.3 -0.1 0.49
```
Positions in Å, forces in eV/Å.

Max |F| = 0.050 hartree/bohr
HOMO level = -0.3655 hartree
E_tot = -9776.9122 eV
Charge = 0
SMILES = C#C/C(C=O)=N/O
Energy relative to the best compared isomer or geometry (same formula, charge and spin) = 110.1 kcal per mole
Kohn-Sham gap = 0.337 Eh

---

[2]
DFT (wB97M-V/def2-TZVPD) results for C4H3NO2 in the gas phase.

Geometry as XYZ:
```
10
Properties=species:S:1:pos:R:3:forces:R:3:nbo_charge:R:1
O 2.390 -0.702 -0.135 -0.1 0.4 0.3 -0.53
C 2.008 0.162 0.625 0.1 -0.2 -0.2 0.41
C 0.599 0.403 0.966 -0.1 -0.1 0.0 -0.55
C -0.359 -0.237 0.321 -0.4 -0.2 -0.2 0.55
N -1.257 -0.805 -0.263 0.6 0.4 0.4 -0.46
C -1.965 -0.188 -1.337 -0.5 0.3 -0.1 0.54
O -3.024 0.342 -1.171 0.5 -0.3 -0.2 -0.49
H 2.716 0.848 1.129 0.0 -0.1 -0.1 0.12
H 0.308 1.120 1.727 0.1 -0.2 0.0 0.26
H -1.446 -0.270 -2.305 -0.1 -0.1 0.1 0.14
```
Positions in Å, forces in eV/Å.

Max |F| = 0.016 hartree/bohr
HOMO level = -0.3657 hartree
E_tot = -9779.5965 eV
Charge = 0
SMILES = O=CC=C=NC=O
Energy relative to the best compared isomer or geometry (same formula, charge and spin) = 48.2 kcal per mole
Kohn-Sham gap = 0.369 Eh

---

[3]
DFT (wB97M-V/def2-TZVPD) results for C4H3NO2 in the gas phase at a distorted geometry.

Geometry as XYZ:
```
10
Properties=species:S:1:pos:R:3:forces:R:3:nbo_charge:R:1
C 1.443 -0.739 -0.042 0.0 -4.1 -1.9 -0.27
C 0.282 -0.141 0.115 -1.1 2.3 0.1 -0.20
C 0.028 1.344 0.144 -2.5 0.8 0.0 -0.01
N -1.232 1.663 -0.089 2.4 -1.9 1.0 -0.06
O -1.948 0.413 -0.098 -0.5 2.0 -0.8 -0.35
C -1.190 -0.664 0.024 -0.9 -2.2 0.7 0.74
O -1.820 -1.720 0.110 2.9 1.5 -0.3 -0.54
H 1.331 -1.840 -0.334 -0.1 1.2 0.9 0.22
H 2.501 -0.555 -0.261 -0.6 1.4 0.8 0.24
H 0.605 2.240 0.429 0.4 -1.0 -0.6 0.24
```
Positions in Å, forces in eV/Å.

Max |F| = 0.087 hartree/bohr
HOMO level = -0.3783 hartree
E_tot = -9778.4044 eV
Charge = 0
SMILES = C=C1C=NOC1=O
Energy relative to the best compared isomer or geometry (same formula, charge and spin) = 75.7 kcal per mole
Kohn-Sham gap = 0.345 Eh

---

[4]
DFT (wB97M-V/def2-TZVPD) results for C4H3NO2 in the gas phase at a distorted geometry.

Geometry as XYZ:
```
10
Properties=species:S:1:pos:R:3:forces:R:3:nbo_charge:R:1
O -0.916 -2.419 1.166 0.4 0.7 -0.7 -0.49
C -0.351 -1.397 0.969 0.1 -0.6 -0.7 0.64
C -1.223 1.040 1.095 0.2 1.2 0.1 0.29
N -0.349 1.431 0.413 -1.1 -0.2 0.5 -0.53
C 0.450 1.259 -0.705 0.0 -0.3 0.2 -0.16
C 0.556 -0.013 -1.111 0.2 0.1 0.6 0.18
O -0.009 -1.090 -0.450 0.1 -0.1 0.6 -0.56
H -0.086 -0.746 1.825 0.5 0.1 -1.1 0.18
H 0.858 2.165 -1.142 0.0 -0.6 -0.2 0.24
H 1.070 -0.231 -2.060 -0.3 -0.4 0.7 0.21
```
Positions in Å, forces in eV/Å.

Max |F| = 0.024 hartree/bohr
HOMO level = -0.3613 hartree
E_tot = -9778.3104 eV
Charge = 0
Energy relative to the best compared isomer or geometry (same formula, charge and spin) = 77.9 kcal per mole
Kohn-Sham gap = 0.372 Eh

---

[5]
DFT (wB97M-V/def2-TZVPD) results for C4H3NO2 in the gas phase at a distorted geometry.

Geometry as XYZ:
```
10
Properties=species:S:1:pos:R:3:forces:R:3:nbo_charge:R:1
C 1.783 0.097 -0.084 -2.1 -1.8 1.5 -0.27
C 0.424 0.011 0.041 4.4 -0.9 0.0 -0.23
C -0.662 0.999 0.004 1.4 0.3 -0.2 0.65
O -0.651 2.175 0.015 -0.9 1.8 0.1 -0.52
N -1.568 -0.012 -0.118 -4.5 -2.4 1.0 -0.64
C -0.637 -1.055 0.067 0.4 1.5 -1.5 0.67
O -0.803 -2.217 -0.001 0.1 -1.4 0.5 -0.52
H 2.449 -0.791 0.048 -0.9 0.7 -0.5 0.22
H 2.265 1.037 -0.006 0.2 0.9 -0.4 0.22
H -2.601 -0.244 0.035 1.8 1.4 -0.5 0.43
```
Positions in Å, forces in eV/Å.

Max |F| = 0.102 hartree/bohr
HOMO level = -0.3769 hartree
E_tot = -9780.2310 eV
Charge = 0
SMILES = C=C1C(=O)NC1=O
Energy relative to the best compared isomer or geometry (same formula, charge and spin) = 33.6 kcal per mole
Kohn-Sham gap = 0.368 Eh

---

[6]
DFT (wB97M-V/def2-TZVPD) results for C4H3NO2 in the gas phase.

Geometry as XYZ:
```
10
Properties=species:S:1:pos:R:3:forces:R:3:nbo_charge:R:1
N 2.023 -0.404 -0.021 -0.3 0.1 0.0 -0.62
C 0.812 -0.085 -0.016 0.2 -0.2 -0.1 0.53
C -0.371 -1.003 0.161 0.0 0.0 0.3 -0.64
C -1.561 -0.242 0.459 0.3 -0.1 -0.1 0.09
C -1.073 1.163 0.041 -0.4 0.4 0.0 0.62
O -1.732 2.146 -0.096 0.3 -0.4 0.0 -0.45
O 0.305 1.188 -0.148 0.1 0.0 0.0 -0.49
H 2.636 0.405 -0.125 -0.1 0.0 0.0 0.36
H -0.180 -1.988 0.590 -0.1 0.2 -0.1 0.28
H -0.860 -1.181 -0.846 0.1 -0.1 -0.1 0.33
```
Positions in Å, forces in eV/Å.

Max |F| = 0.011 hartree/bohr
HOMO level = -0.3711 hartree
E_tot = -9777.7111 eV
Charge = 0
Energy relative to the best compared isomer or geometry (same formula, charge and spin) = 91.7 kcal per mole
Kohn-Sham gap = 0.307 Eh

---

[7]
DFT (wB97M-V/def2-TZVPD) results for C4H3NO2S in the gas phase at a distorted geometry.

Geometry as XYZ:
```
11
Properties=species:S:1:pos:R:3:forces:R:3:nbo_charge:R:1
O -0.765 1.696 1.578 1.3 -0.3 -1.3 -0.63
C -0.370 0.689 0.769 -0.8 0.6 0.9 0.67
C 0.608 0.787 -0.144 0.6 2.9 -0.1 -0.41
C 0.859 -0.297 -0.985 0.3 0.2 -0.6 -0.19
S 1.883 -0.403 -2.257 0.3 0.1 -0.1 -0.04
C 0.010 -1.422 -0.700 0.0 -0.1 0.4 0.01
N -0.910 -1.529 0.164 -0.4 0.1 0.8 -0.05
O -1.112 -0.385 0.989 0.1 -0.7 -0.5 -0.35
H -1.436 1.327 2.134 -0.9 -0.2 0.8 0.50
H 1.030 1.830 -0.285 -0.2 -1.7 0.2 0.26
H 0.205 -2.295 -1.263 -0.2 -0.9 -0.6 0.23
```
Positions in Å, forces in eV/Å.

Max |F| = 0.058 hartree/bohr
HOMO level = -0.3216 hartree
E_tot = -20614.4418 eV
Charge = 0
SMILES = Oc1cc(=S)cno1
Energy relative to the best compared isomer or geometry (same formula, charge and spin) = 60.3 kcal per mole
Kohn-Sham gap = 0.294 Eh

---

[8]
DFT (wB97M-V/def2-TZVPD) results for C4H3NO3 in the gas phase at a distorted geometry.

Geometry as XYZ:
```
11
Properties=species:S:1:pos:R:3:forces:R:3:nbo_charge:R:1
O 0.367 -1.501 -2.248 0.3 0.6 0.4 -0.52
C 0.319 -0.714 -1.350 -1.2 -1.2 1.6 0.76
C 0.061 -1.210 0.150 -0.5 0.2 0.5 -0.37
C -0.696 -0.442 0.984 0.0 0.5 0.1 0.13
O -1.158 0.903 0.603 2.9 -1.2 0.5 -0.53
C 0.052 1.593 0.358 0.9 0.8 2.9 0.35
N 0.707 1.532 -0.706 1.0 0.4 0.5 -0.16
O 0.237 0.635 -1.626 -0.4 -1.3 -1.3 -0.37
H 0.352 -2.298 0.512 -0.5 2.6 -1.2 0.27
H -0.989 -0.618 2.070 0.4 -0.3 -1.8 0.22
H 0.748 2.120 1.253 -2.8 -1.1 -2.3 0.21
```
Positions in Å, forces in eV/Å.

Max |F| = 0.073 hartree/bohr
HOMO level = -0.3848 hartree
E_tot = -11824.6967 eV
Charge = 0
SMILES = O=C1C=COC=NO1
Energy relative to the best compared isomer or geometry (same formula, charge and spin) = 111.5 kcal per mole
Kohn-Sham gap = 0.387 Eh

---

[9]
DFT (wB97M-V/def2-TZVPD) results for a molecular structure, C4H3NO3 at a distorted geometry.

Geometry as XYZ:
```
11
Properties=species:S:1:pos:R:3:forces:R:3:nbo_charge:R:1
C -0.283 -0.391 1.146 -1.5 3.6 -0.1 0.06
C -0.541 -1.423 0.375 0.4 0.6 -0.7 -0.31
C -0.172 -0.950 -0.951 0.9 -4.3 -4.9 0.41
C 0.152 0.521 -0.907 -1.5 -0.6 1.4 0.56
H 0.903 2.350 -0.041 0.6 0.0 1.3 0.48
H -0.403 -0.139 2.175 0.3 -0.5 0.7 0.23
H -0.946 -2.380 0.584 0.2 -0.7 0.3 0.26
N -0.330 0.891 0.335 3.7 0.4 3.8 -0.18
O 0.965 1.906 0.855 -3.5 -1.7 -2.1 -0.57
O 0.002 -1.690 -1.954 -0.7 2.5 2.9 -0.45
O 0.654 1.305 -1.617 1.2 0.8 -2.6 -0.48
```
Positions in Å, forces in eV/Å.

Max |F| = 0.128 hartree/bohr
HOMO level = -0.3826 hartree
E_tot = -11824.7457 eV
Charge = 0
Energy relative to the best compared isomer or geometry (same formula, charge and spin) = 110.4 kcal per mole
Kohn-Sham gap = 0.332 Eh

---

[10]
DFT (wB97M-V/def2-TZVPD) results for C4H3NO3 in the gas phase at a distorted geometry.

Geometry as XYZ:
```
11
Properties=species:S:1:pos:R:3:forces:R:3:nbo_charge:R:1
O 2.925 -1.107 -0.046 -4.2 -0.7 -0.1 -0.52
C 1.740 -0.812 -0.079 -0.8 1.6 0.9 0.88
N 0.357 -1.422 0.043 6.7 -0.6 -1.0 -0.51
C -0.621 -0.649 -0.082 -2.8 -3.9 -0.1 0.53
O -1.768 -1.370 -0.308 -3.7 2.8 4.5 -0.61
C -0.873 0.685 0.018 2.9 4.3 0.6 -0.43
C 0.331 1.336 -0.157 1.6 -0.4 1.1 0.27
O 1.566 0.628 -0.191 -2.1 1.2 -0.7 -0.52
H -2.456 -0.776 0.493 2.4 -3.2 -4.0 0.45
H -1.810 1.061 0.479 0.8 0.2 -1.2 0.25
H 0.608 2.426 -0.170 -0.8 -1.3 0.0 0.22
```
Positions in Å, forces in eV/Å.

Max |F| = 0.131 hartree/bohr
HOMO level = -0.3739 hartree
E_tot = -11825.7272 eV
Charge = 0
SMILES = O=c1nc(O)cco1
Energy relative to the best compared isomer or geometry (same formula, charge and spin) = 87.8 kcal per mole
Kohn-Sham gap = 0.369 Eh

---

[11]
DFT (wB97M-V/def2-TZVPD) results for 2 unconnected molecules or ions with the total composition C4H3NO3S at a distorted geometry.

Geometry as XYZ:
```
12
Properties=species:S:1:pos:R:3:forces:R:3:nbo_charge:R:1
O -2.281 2.615 -0.160 -1.7 0.0 -0.1 -0.50
C -1.105 2.482 -0.301 -0.3 0.2 0.6 0.38
C -0.456 1.203 -0.352 -0.1 -3.0 1.4 -0.42
C 0.873 1.184 -0.237 -0.4 -1.5 -0.8 -0.22
S 1.653 -0.452 -0.312 2.7 2.6 2.2 2.00
O 2.667 -0.558 0.733 -1.8 -0.5 -1.1 -0.83
O 2.012 -0.848 -1.621 -0.4 -0.7 -0.8 -0.83
H -0.483 3.340 -0.224 1.1 1.1 -0.3 0.12
H -1.104 0.249 -0.107 1.1 2.0 -1.0 0.25
C -0.590 -3.092 0.826 -1.5 -2.1 1.3 0.17
N 0.002 -2.179 0.506 0.3 0.5 -0.4 -0.39
H -1.187 -3.945 1.251 1.0 1.3 -0.9 0.27
```
Positions in Å, forces in eV/Å.

Max |F| = 0.084 hartree/bohr
HOMO level (spin up / spin down) = -0.3683 / -0.3682 hartree
E_tot = -22658.6236 eV
Charge = 0
SMILES = O=CC=C=S(=O)=O.C#N
Energy relative to the best compared isomer or geometry (same formula, charge and spin) = 114.6 kcal per mole
Kohn-Sham gap (spin up / spin down) = 0.306 / 0.306 Eh

---

[12]
DFT (wB97M-V/def2-TZVPD) results for a gas-phase ion, C4H3NO6S (charge -2) at a distorted geometry.

Geometry as XYZ:
```
15
Properties=species:S:1:pos:R:3:forces:R:3:nbo_charge:R:1
O 0.022 -1.856 -2.308 -0.7 0.6 1.0 -0.73
C -0.193 -2.292 -1.180 0.2 -1.2 0.4 0.97
O 0.192 -3.307 -0.589 -0.2 0.5 -0.2 -0.77
O -1.203 -1.548 -0.222 0.3 -0.9 -0.9 -0.65
C -1.397 -0.240 -0.440 1.8 0.5 -0.9 0.77
O -2.384 0.211 -0.948 -1.6 0.2 -0.1 -0.62
C -0.221 0.544 -0.078 0.9 -1.1 0.9 -0.15
C 0.894 -0.049 0.755 -1.3 0.7 0.6 -0.51
S 0.895 0.583 2.455 -0.1 1.1 1.1 -0.23
N -0.092 1.855 -0.288 0.0 1.4 1.4 0.45
O -0.882 2.530 -0.958 -0.3 0.1 -0.7 -0.52
O 0.837 2.508 0.387 -0.2 -0.4 -1.3 -0.66
H 1.810 0.222 0.340 1.7 0.5 -0.7 0.21
H 0.941 -1.090 0.998 -0.7 -0.8 -0.8 0.24
H 0.781 1.928 2.077 0.2 -1.1 0.2 0.20
```
Positions in Å, forces in eV/Å.

Max |F| = 0.040 hartree/bohr
HOMO level = -0.0314 hartree
E_tot = -28804.8824 eV
Charge = -2
SMILES = O=C([O-])O/C([O-])=C(\CS)[N+](=O)[O-]
Energy relative to the best compared isomer or geometry (same formula, charge and spin) = 26.6 kcal per mole
Kohn-Sham gap = 0.231 Eh

---

[13]
DFT (wB97M-V/def2-TZVPD) results for C4H3NOS2 in the gas phase at a distorted geometry.

Geometry as XYZ:
```
11
Properties=species:S:1:pos:R:3:forces:R:3:nbo_charge:R:1
S -1.048 -1.467 -1.793 0.0 -0.1 0.1 0.03
C -0.666 -0.293 -0.751 0.0 0.5 0.1 0.13
O -1.396 0.874 -0.729 0.5 -0.4 0.3 -0.45
C -0.850 1.694 0.237 1.0 -0.7 0.6 0.15
C 0.198 1.173 0.885 -1.6 -1.2 -2.3 -0.31
C 0.415 -0.149 0.281 -0.5 0.2 -0.2 0.10
N 1.355 -0.933 0.638 0.2 -0.4 0.0 -0.51
S 1.730 -2.447 0.086 -0.1 0.3 0.1 0.29
H -1.311 2.626 0.385 -0.6 0.9 -0.1 0.21
H 0.782 1.576 1.627 1.1 0.9 1.5 0.24
H 0.793 -2.652 -0.866 0.0 0.0 0.0 0.11
```
Positions in Å, forces in eV/Å.

Max |F| = 0.059 hartree/bohr
HOMO level = -0.3211 hartree
E_tot = -29402.7953 eV
Charge = 0
SMILES = S=C1OC=C/C1=N/S
Energy relative to the best compared isomer or geometry (same formula, charge and spin) = 35.4 kcal per mole
Kohn-Sham gap = 0.274 Eh

---

[14]
DFT (wB97M-V/def2-TZVPD) results for C4H3NS in the gas phase at a distorted geometry.

Geometry as XYZ:
```
9
Properties=species:S:1:pos:R:3:forces:R:3:nbo_charge:R:1
C -2.011 -0.783 0.059 2.7 2.9 0.4 -0.10
C -2.440 -1.962 -0.014 -1.2 -2.0 -0.2 0.07
C 0.004 0.707 0.000 -3.7 2.4 -0.7 0.17
C 1.297 0.024 -0.032 0.4 -0.4 -0.9 -0.70
N -1.145 0.102 0.364 0.5 -0.8 -0.3 -0.26
S -0.567 2.314 -0.336 1.4 -1.8 0.2 0.03
H 1.078 -0.915 0.458 0.6 -0.6 -0.3 0.24
H 1.994 0.571 0.564 0.5 0.4 0.5 0.26
H 1.790 -0.058 -1.062 -1.1 0.0 1.3 0.28
```
Positions in Å, forces in eV/Å.

Max |F| = 0.087 hartree/bohr
HOMO level (spin up / spin down) = -0.3400 / -0.3382 hartree
E_tot = -16515.0236 eV
Charge = 0
Energy relative to the best compared isomer or geometry (same formula, charge and spin) = 120.5 kcal per mole
Kohn-Sham gap (spin up / spin down) = 0.254 / 0.238 Eh

---

[15]
DFT (wB97M-V/def2-TZVPD) results for C4H3NS2 in the gas phase at a distorted geometry.

Geometry as XYZ:
```
10
Properties=species:S:1:pos:R:3:forces:R:3:nbo_charge:R:1
C -2.581 -0.145 0.496 1.0 0.2 -0.4 -0.20
C -1.512 -0.109 -0.055 -1.0 0.0 0.7 -0.04
C -0.268 -0.075 -0.781 0.2 -0.4 0.3 -0.59
S 0.770 1.346 -0.410 0.5 0.4 0.3 0.28
C 2.005 0.447 0.479 0.1 -0.2 0.0 -0.08
N 2.040 -0.820 0.508 -0.9 0.1 -0.7 -0.53
S 0.782 -1.563 -0.425 0.5 0.3 0.3 0.43
H -3.482 -0.105 1.033 -0.5 -0.1 0.2 0.24
H -0.541 -0.002 -1.821 0.4 -0.3 -0.6 0.27
H 2.787 1.027 0.976 -0.3 -0.1 -0.1 0.22
```
Positions in Å, forces in eV/Å.

Max |F| = 0.024 hartree/bohr
HOMO level = -0.3227 hartree
E_tot = -27354.4393 eV
Charge = 0
SMILES = C#C[C@H]1SC=NS1
Energy relative to the best compared isomer or geometry (same formula, charge and spin) = 30.6 kcal per mole
Kohn-Sham gap = 0.349 Eh